Record 1
The ion C6H14NO with charge -1 in a non-equilibrium geometry, computed with the ωB97M-V functional and the def2-TZVPD basis.

Cartesian coordinates (Å):
C  -1.75908  -0.87635  0.60468
C  -1.57885  -0.96459  2.20556
C  -1.38743  0.54808  0.10549
N  0.06171  0.65229  0.22788
C  1.58019  -1.00621  -0.77905
C  0.83673  0.34681  -0.98558
C  1.88918  1.51317  -1.32677
O  1.25968  2.63254  -1.58139
H  -0.88147  -1.44841  0.45259
H  -2.67403  -1.34743  0.24100
H  -0.59608  -1.34781  2.32979
H  -2.31447  -1.61721  2.68716
H  -1.75015  0.13815  2.59844
H  -1.88473  1.43769  0.77278
H  -1.69892  0.79762  -0.88477
H  0.32191  1.60299  0.55219
H  2.51745  -0.85765  -0.14935
H  2.09070  -1.34444  -1.63878
H  0.91827  -1.77484  -0.59851
H  -0.03186  0.06288  -1.83971
H  2.34880  1.29717  -2.39941
H  2.73243  1.55553  -0.59423

Computed properties:
gap between HOMO and LUMO	5.91	eV
SMILES	CCCN[C@H](C)C[O-]
energy above the lowest of the compared OMol25 structures with the same formula, charge and spin	60.5	kcal per mole
net charge	-1
molecular weight	116.18	u
calculated total energy	-366.90523	a.u.
HOMO level	-0.079	hartree

Record 2
A cluster of 15 separate species, C30H90O15 in total in a non-equilibrium geometry, computed with the ωB97M-V functional and the def2-TZVPD basis.

Cartesian coordinates (Å):
C  -2.40400  -1.39781  -5.53888
C  -1.66141  -1.16155  -4.23365
O  -2.48601  -1.47008  -3.10468
H  -1.75183  -1.23262  -6.39923
H  -3.24409  -0.70923  -5.64139
H  -2.80401  -2.40986  -5.61391
H  -1.41165  -0.10057  -4.16862
H  -0.73835  -1.74070  -4.19293
H  -2.31050  -2.37814  -2.83954
C  -5.21664  0.08209  1.78191
C  -4.68401  1.48467  1.48856
O  -3.48975  1.38733  0.69208
H  -4.63310  -0.48856  2.50530
H  -5.21564  -0.49447  0.85380
H  -6.24142  0.09521  2.16396
H  -4.38633  1.99793  2.40168
H  -5.46752  2.03122  0.96811
H  -3.83769  1.14647  -0.19517
C  3.13940  -0.98160  -3.99288
C  2.03800  -0.12883  -4.55540
O  2.01274  1.10087  -3.82064
H  3.36245  -1.81708  -4.65968
H  2.96343  -1.35534  -2.98565
H  4.04722  -0.37532  -3.94919
H  1.05849  -0.60893  -4.44387
H  2.20326  0.06491  -5.61955
H  1.48759  1.74842  -4.29871
C  2.47447  -4.73781  -1.62337
C  1.44626  -3.61144  -1.60427
O  0.19228  -4.01728  -1.10573
H  2.62921  -5.12483  -0.60933
H  3.48667  -4.40735  -1.87098
H  2.16864  -5.54867  -2.28269
H  1.35521  -3.18478  -2.60391
H  1.87910  -2.80601  -0.99687
H  0.33567  -4.45447  -0.25929
C  5.06604  1.44382  2.47385
C  3.57676  1.20814  2.57176
O  3.34000  0.15043  3.48617
H  5.27661  2.29631  1.82652
H  5.53829  0.57625  2.00330
H  5.50497  1.53876  3.46664
H  3.19327  0.96441  1.56825
H  3.02012  2.10123  2.88699
H  2.44888  -0.18682  3.28359
C  1.05417  -2.31520  4.18277
C  0.40964  -1.78508  2.94004
O  0.68236  -0.37270  2.77080
H  0.98808  -3.40077  4.25548
H  0.60177  -1.87468  5.06956
H  2.12498  -2.09148  4.17061
H  -0.68172  -1.87783  3.02151
H  0.66876  -2.31156  2.01691
H  0.14763  -0.08482  1.99560
C  3.69586  -2.45650  1.19379
C  4.70753  -2.57906  2.32094
O  5.18557  -3.92356  2.41996
H  3.26453  -1.44970  1.20446
H  2.86469  -3.13639  1.41114
H  4.06082  -2.69461  0.19549
H  4.28881  -2.32210  3.29104
H  5.51247  -1.85545  2.15888
H  5.86664  -4.02756  1.74668
C  -6.24188  1.46526  -2.08253
C  -5.12000  0.78170  -2.84214
O  -4.13780  0.36492  -1.88322
H  -7.02585  1.81952  -2.76369
H  -5.92385  2.35723  -1.54804
H  -6.78052  0.77119  -1.43592
H  -4.67024  1.49608  -3.53948
H  -5.49017  -0.09484  -3.37898
H  -3.45597  -0.15589  -2.35883
C  -2.41545  3.57534  -1.82214
C  -1.25042  3.54790  -2.77449
O  -1.68795  3.98629  -4.06291
H  -2.08631  3.29130  -0.81900
H  -3.21060  2.87596  -2.09128
H  -2.89295  4.55151  -1.72077
H  -0.85012  2.52998  -2.83510
H  -0.48804  4.22860  -2.37880
H  -1.14246  3.58538  -4.74293
C  4.75244  0.22993  -1.02629
C  5.45050  -1.07172  -1.41927
O  6.21363  -1.54806  -0.31186
H  4.14917  0.67983  -1.81503
H  5.48831  0.94196  -0.64421
H  4.07808  0.02936  -0.18877
H  6.07645  -0.91424  -2.30348
H  4.71146  -1.84638  -1.61951
H  6.81089  -0.84130  -0.04337
C  -3.39146  1.00735  5.32617
C  -2.46702  0.44996  4.28076
O  -1.17130  0.22103  4.83224
H  -4.41260  1.03968  4.92952
H  -3.14074  2.01689  5.64765
H  -3.47696  0.37846  6.21467
H  -2.34077  1.17651  3.46531
H  -2.84808  -0.45699  3.79781
H  -0.56028  0.08885  4.08000
C  2.43612  3.44950  -0.74521
C  2.12141  4.02046  0.62487
O  3.37224  4.33018  1.25863
H  1.51558  3.31316  -1.31378
H  2.93379  2.48143  -0.69627
H  3.11196  4.11277  -1.28646
H  1.68902  3.26998  1.29485
H  1.46268  4.88821  0.55740
H  3.22829  4.48924  2.19482
C  0.76421  -0.02800  -0.97996
C  -0.56042  -0.37805  -0.32360
O  -0.84994  0.53005  0.74634
H  0.75509  0.92945  -1.49478
H  0.98979  -0.81427  -1.70491
H  1.59258  -0.01369  -0.26641
H  -0.56866  -1.40414  0.06039
H  -1.37852  -0.30118  -1.04826
H  -1.78111  0.80968  0.70512
C  -2.95967  -3.41802  0.05593
C  -3.14028  -4.87879  -0.31602
O  -3.89695  -5.52619  0.70065
H  -3.91743  -2.88882  0.10521
H  -2.32696  -2.85425  -0.62852
H  -2.56286  -3.30955  1.06767
H  -2.13985  -5.32609  -0.32085
H  -3.57013  -4.99568  -1.31346
H  -3.58990  -6.43069  0.78065
C  -1.41887  3.93830  1.86100
C  -1.02929  4.29649  3.28190
O  -1.19071  5.72736  3.42947
H  -2.45548  4.22640  1.66072
H  -1.35745  2.87378  1.64308
H  -0.83523  4.50259  1.13379
H  0.03256  4.06428  3.41101
H  -1.65359  3.82968  4.04637
H  -0.57678  5.99666  4.11832

Computed properties:
gap between HOMO and LUMO	9.53	eV
energy above the lowest of the compared OMol25 structures with the same formula, charge and spin	89.5	kcal per mole
molecular weight	691.03	u
calculated total energy	-2325.47602	a.u.
HOMO level	-0.350	hartree

Record 3
A cluster of 2 separate species, C4H9O2S in total in a non-equilibrium geometry, computed with the ωB97M-V functional and the def2-TZVPD basis.

Cartesian coordinates (Å):
O  -0.73151  2.70126  -2.09739
C  -0.82223  1.51044  -2.26922
O  0.18025  0.66262  -2.36253
H  -1.80659  1.02350  -2.36567
H  -0.18432  -0.24401  -1.89419
C  0.43861  0.73675  1.33633
C  0.19692  -0.74451  1.59990
C  0.41697  -1.60218  0.33638
S  -0.98868  -1.56012  -0.84194
H  1.48820  1.03469  1.25648
H  -0.00829  1.29252  2.16925
H  -0.09898  1.06847  0.45241
H  0.83829  -1.15951  2.38682
H  -0.84741  -0.86792  1.88704
H  0.64396  -2.62282  0.63368
H  1.28482  -1.22919  -0.22735

Computed properties:
gap between HOMO and LUMO	7.37	eV
energy above the lowest of the compared OMol25 structures with the same formula, charge and spin	7.8	kcal per mole
net charge	-1
molecular weight	121.18	u
calculated total energy	-706.53554	a.u.
HOMO level	-0.127	hartree

Record 4
A structure of composition C30H37DyN5O6Si, computed with the ωB97M-V functional and the def2-TZVPD basis.

Cartesian coordinates (Å):
Dy  1.60562  0.48801  1.64884
O  -2.56872  -1.29898  3.01542
C  -1.38171  -0.63306  2.98947
O  -0.46536  -1.06390  1.92753
C  -1.11477  0.57004  3.54475
C  -1.98976  1.18892  4.51798
C  -1.64901  2.39034  5.04456
C  -0.43368  3.03750  4.68739
C  0.35966  2.40652  3.77374
N  0.03824  1.23862  3.17397
C  1.72842  2.97927  3.38929
O  2.01314  4.11947  3.70674
O  2.49252  2.15178  2.74006
H  -2.46651  -2.12795  3.49821
H  -2.90262  0.68016  4.79526
H  -2.31049  2.85824  5.76592
H  -0.11590  3.97501  5.11561
C  2.15760  -3.30836  3.97965
C  2.28490  -2.46285  2.73231
O  2.28909  -1.19511  2.91637
C  2.42291  -3.09147  1.51187
C  2.58115  -2.43865  0.25145
C  2.99159  -3.27536  -0.92888
N  2.37803  -1.15755  0.11495
N  2.58020  -0.66638  -1.18325
C  2.56043  0.62961  -1.21585
O  2.40422  1.42168  -0.19902
C  2.66139  1.26684  -2.56598
C  2.71864  2.65415  -2.65250
C  2.76081  3.28147  -3.89109
C  2.74374  2.52596  -5.05410
C  2.68912  1.13850  -4.97228
C  2.64873  0.51192  -3.73773
H  1.61312  -2.74764  4.73766
H  3.14961  -3.53820  4.37556
H  1.64541  -4.24771  3.77271
H  2.46021  -4.17249  1.51093
H  3.14830  -4.30980  -0.62835
H  3.90317  -2.87500  -1.37142
H  2.22683  -3.22762  -1.70424
H  2.72856  3.22694  -1.73454
H  2.80428  4.36226  -3.94637
H  2.77092  3.01337  -6.02095
H  2.67318  0.54461  -5.87810
H  2.59847  -0.56525  -3.65429
C  -0.72065  0.96001  -1.24132
C  -1.71049  1.74688  -2.13702
N  -2.32681  2.84053  -1.38403
C  -3.06819  2.26244  -0.26257
C  -2.13909  1.39223  0.62348
N  -0.74992  1.47755  0.14041
C  -0.36321  2.90462  0.13250
C  -1.26452  3.69668  -0.84767
H  0.29122  1.05568  -1.62133
H  -0.96550  -0.10388  -1.20366
H  -2.51258  1.10250  -2.50683
H  -1.19621  2.16918  -3.00334
H  -3.89249  1.66936  -0.66601
H  -3.50127  3.08258  0.31445
H  -2.44242  0.34306  0.60363
H  -2.16265  1.72726  1.65872
H  0.68691  2.97342  -0.14921
H  -0.46653  3.27439  1.15547
H  -0.68387  4.07775  -1.69092
H  -1.72975  4.55126  -0.35151
C  -0.66523  -3.39540  -2.66928
Si  -2.06950  -3.10452  -1.47681
C  -3.25161  -1.83750  -2.18020
C  -3.00207  -4.69639  -1.17499
C  -1.39038  -2.48078  0.08569
C  -0.94310  -1.79844  0.98008
H  -1.03053  -3.73671  -3.64106
H  0.02097  -4.14796  -2.27698
H  -0.09853  -2.47301  -2.81811
H  -3.80486  -2.23925  -3.03267
H  -2.71558  -0.94601  -2.51386
H  -3.97177  -1.52942  -1.41925
H  -3.45130  -5.07133  -2.09793
H  -3.80167  -4.53573  -0.44874
H  -2.34052  -5.46891  -0.77840

Computed properties:
gap between HOMO and LUMO (alpha / beta)	6.08 / 6.09	eV
energy above the lowest of the compared OMol25 structures with the same formula, charge and spin	42.8	kcal per mole
net charge	-1
molecular weight	754.24	u
calculated total energy	-3065.32765	a.u.
2S+1	6
HOMO level (alpha / beta)	-0.133 / -0.134	hartree

Record 5
A cluster of 2 separate species, C2H7S3 in total in a non-equilibrium geometry, computed with the ωB97M-V functional and the def2-TZVPD basis.

Cartesian coordinates (Å):
C  2.23353  0.64497  0.08649
S  2.67769  -1.10747  -0.64874
H  1.56886  1.14671  -0.64701
H  3.14972  1.18482  0.21135
H  1.85320  0.60563  1.13002
C  -2.74294  0.07688  -0.15415
S  -0.98549  -0.53104  -0.68882
S  -0.27945  -0.92110  1.29223
H  -3.43442  -0.55564  -0.63821
H  -2.78684  -0.08285  0.94298
H  -2.70903  1.16610  -0.54810
H  1.45516  -1.62702  -0.33803

Computed properties:
gap between HOMO and LUMO (alpha / beta)	8.89 / 6.71	eV
energy above the lowest of the compared OMol25 structures with the same formula, charge and spin	23.1	kcal per mole
molecular weight	127.28	u
calculated total energy	-1274.88859	a.u.
2S+1	2
HOMO level (alpha / beta)	-0.324 / -0.324	hartree

Record 6
A cluster of 2 separate species, C4H11N3O2 in total in a non-equilibrium geometry, computed with the ωB97M-V functional and the def2-TZVPD basis.

Cartesian coordinates (Å):
C  2.53536  0.80147  0.02950
C  1.73218  1.76407  -0.83475
O  2.71284  2.31968  -1.62025
O  0.63043  2.17776  -0.63912
H  2.88818  1.21622  0.96823
H  3.39254  0.38216  -0.51922
H  1.92451  -0.07947  0.30506
C  -2.16151  0.03333  -0.65902
C  -1.39837  -1.84989  0.80520
N  -1.89427  -2.94118  0.35945
N  -1.85309  -0.56326  0.64844
N  -0.48712  -1.96500  1.88321
H  -2.52589  -3.09596  -0.43067
H  2.37999  3.12295  -2.11075
H  -1.66235  0.16939  1.29507
H  -0.95631  -2.02396  2.76920
H  0.19734  -2.69280  1.70072
H  -2.95060  0.73923  -0.48665
H  -2.68492  -0.63831  -1.36533
H  -1.17845  0.53623  -0.95370

Computed properties:
gap between HOMO and LUMO	9.10	eV
SMILES	[H]/N=C(/N)NC.CC(=O)O
energy above the lowest of the compared OMol25 structures with the same formula, charge and spin	46.5	kcal per mole
molecular weight	133.15	u
calculated total energy	-473.72870	a.u.
HOMO level	-0.313	hartree

Which formula does entry 4 have? C30H37DyN5O6Si